# 1
{"formula": "C40H100O20", "method": "ωB97M-V/def2-TZVPD", "max_force_ha_per_bohr": 0.051, "orbital_gap_ev": 9.83, "symbols": ["C", "O", "C", "C", "O", "C", "H", "H", "H", "H", "H", "H", "H", "H", "H", "H", "C", "O", "C", "C", "O", "C", "H", "H", "H", "H", "H", "H", "H", "H", "H", "H", "C", "O", "C", "C", "O", "C", "H", "H", "H", "H", "H", "H", "H", "H", "H", "H", "C", "O", "C", "C", "O", "C", "H", "H", "H", "H", "H", "H", "H", "H", "H", "H", "C", "O", "C", "C", "O", "C", "H", "H", "H", "H", "H", "H", "H", "H", "H", "H", "C", "O", "C", "C", "O", "C", "H", "H", "H", "H", "H", "H", "H", "H", "H", "H", "C", "O", "C", "C", "O", "C", "H", "H", "H", "H", "H", "H", "H", "H", "H", "H", "C", "O", "C", "C", "O", "C", "H", "H", "H", "H", "H", "H", "H", "H", "H", "H", "C", "O", "C", "C", "O", "C", "H", "H", "H", "H", "H", "H", "H", "H", "H", "H", "C", "O", "C", "C", "O", "C", "H", "H", "H", "H", "H", "H", "H", "H", "H", "H"], "positions_angstrom": [[0.817, 3.254, 8.747], [0.452, 3.312, 7.381], [-0.929, 3.099, 7.150], [-1.285, 1.635, 6.955], [-2.605, 1.453, 6.502], [-3.651, 1.995, 7.289], [0.682, 2.212, 9.086], [0.134, 3.833, 9.375], [1.867, 3.424, 8.968], [-1.046, 3.644, 6.206], [-1.544, 3.578, 7.922], [-1.131, 1.145, 7.926], [-0.555, 1.242, 6.248], [-4.364, 1.153, 7.333], [-4.226, 2.726, 6.722], [-3.460, 2.137, 8.353], [-2.522, -3.743, 7.950], [-2.772, -3.401, 6.618], [-3.365, -2.115, 6.461], [-3.613, -1.652, 5.063], [-2.473, -1.458, 4.228], [-1.613, -2.568, 4.162], [-1.707, -4.473, 7.911], [-3.318, -4.334, 8.422], [-2.238, -2.968, 8.665], [-2.679, -1.425, 6.979], [-4.235, -1.993, 7.119], [-4.081, -0.669, 5.015], [-4.287, -2.349, 4.547], [-2.108, -3.543, 4.140], [-0.823, -2.538, 4.913], [-1.111, -2.506, 3.189], [0.686, 1.465, -6.641], [-0.584, 2.077, -6.479], [-0.560, 3.451, -6.806], [-0.409, 3.730, -8.313], [-1.243, 2.912, -9.103], [-2.274, 3.646, -9.757], [1.290, 1.543, -5.732], [1.260, 1.856, -7.482], [0.478, 0.411, -6.824], [0.277, 3.972, -6.328], [-1.536, 3.830, -6.509], [0.623, 3.615, -8.661], [-0.568, 4.805, -8.463], [-1.770, 4.241, -10.521], [-2.964, 4.162, -9.087], [-2.893, 2.910, -10.276], [1.763, 4.690, 1.129], [2.516, 4.295, 0.010], [2.486, 2.907, -0.203], [3.587, 2.444, -1.153], [3.486, 3.064, -2.427], [4.142, 4.310, -2.530], [2.244, 4.476, 2.091], [0.790, 4.193, 1.170], [1.634, 5.771, 1.091], [1.538, 2.588, -0.637], [2.674, 2.295, 0.688], [3.352, 1.394, -1.352], [4.597, 2.460, -0.733], [4.158, 4.908, -1.618], [3.701, 4.872, -3.349], [5.213, 4.183, -2.737], [-2.594, -3.902, 0.974], [-1.284, -3.599, 0.559], [-1.034, -4.018, -0.751], [0.452, -3.871, -1.148], [1.253, -4.646, -0.289], [1.873, -3.882, 0.725], [-3.304, -3.324, 0.376], [-2.743, -3.692, 2.033], [-2.818, -4.972, 0.898], [-1.579, -3.377, -1.464], [-1.310, -5.061, -0.937], [0.731, -2.816, -1.204], [0.501, -4.350, -2.128], [2.588, -3.192, 0.262], [2.304, -4.495, 1.510], [1.145, -3.232, 1.227], [-1.978, 3.528, 0.649], [-3.156, 3.184, -0.047], [-3.080, 3.036, -1.421], [-4.190, 3.774, -2.182], [-5.449, 3.364, -1.704], [-6.487, 3.374, -2.661], [-1.581, 4.482, 0.274], [-1.271, 2.720, 0.431], [-2.205, 3.634, 1.706], [-3.095, 1.995, -1.751], [-2.204, 3.572, -1.816], [-4.049, 3.652, -3.262], [-4.078, 4.854, -2.012], [-7.416, 3.083, -2.178], [-6.237, 2.626, -3.427], [-6.544, 4.366, -3.124], [2.124, -2.526, 4.203], [1.451, -1.334, 4.558], [1.695, -0.904, 5.870], [0.928, -1.634, 7.011], [1.129, -1.159, 8.334], [2.440, -0.680, 8.554], [2.142, -3.211, 5.062], [3.185, -2.349, 4.015], [1.586, -3.086, 3.445], [1.452, 0.157, 5.955], [2.763, -1.011, 6.082], [1.293, -2.670, 7.006], [-0.132, -1.660, 6.758], [2.577, 0.296, 8.083], [3.290, -1.327, 8.323], [2.585, -0.483, 9.619], [0.602, 1.302, 2.933], [0.409, 1.120, 1.554], [0.187, -0.226, 1.158], [-0.253, -0.170, -0.286], [0.956, 0.112, -1.040], [0.633, 0.724, -2.300], [0.405, 2.338, 3.205], [1.593, 0.984, 3.267], [-0.096, 0.704, 3.533], [-0.586, -0.673, 1.789], [1.117, -0.797, 1.215], [-0.998, 0.611, -0.431], [-0.561, -1.156, -0.634], [-0.091, 0.042, -2.756], [1.464, 0.656, -3.004], [0.300, 1.760, -2.272], [-0.634, -5.320, -7.560], [-1.769, -4.543, -7.196], [-1.726, -3.199, -7.579], [-1.313, -2.280, -6.426], [-0.055, -2.730, -5.955], [0.328, -2.018, -4.792], [-0.861, -6.328, -7.219], [0.174, -4.979, -6.904], [-0.353, -5.260, -8.611], [-2.701, -2.834, -7.921], [-1.146, -3.012, -8.489], [-2.159, -2.271, -5.731], [-1.170, -1.253, -6.782], [0.979, -2.512, -4.067], [-0.496, -1.710, -4.140], [0.885, -1.148, -5.154], [5.769, -0.893, -5.903], [5.193, -1.647, -4.849], [4.295, -0.887, -4.079], [3.959, -1.673, -2.801], [3.115, -2.770, -3.007], [3.609, -4.026, -2.660], [5.032, -0.753, -6.697], [6.654, -1.374, -6.311], [6.094, 0.064, -5.484], [3.404, -0.649, -4.677], [4.767, 0.074, -3.828], [3.444, -0.978, -2.130], [4.912, -1.938, -2.336], [2.811, -4.774, -2.656], [3.985, -4.046, -1.631], [4.321, -4.484, -3.357]], "forces_ev_per_angstrom": [[-0.82, -1.85, 0.49], [0.70, 0.25, 0.57], [0.37, 0.84, -0.95], [0.22, 0.61, 1.03], [0.64, 0.19, -0.30], [-1.26, -2.25, -0.42], [-0.07, 0.07, 0.12], [0.28, 0.44, -0.06], [0.01, 0.71, -0.60], [-0.65, -0.17, 0.07], [0.07, -0.01, 0.00], [-0.03, -0.35, -0.08], [-0.42, -0.33, -0.25], [-0.10, 0.14, 0.06], [0.53, 0.75, 0.49], [0.51, 0.80, -0.21], [0.44, -1.61, 0.48], [-0.65, 0.47, -0.53], [1.04, 0.90, 2.03], [-0.03, -0.28, -1.30], [-0.15, -0.27, 0.68], [0.81, -0.17, -1.19], [0.21, 0.24, 0.05], [-0.48, 0.39, -0.22], [0.00, 0.52, -0.49], [0.21, 0.31, -0.46], [-0.57, -0.41, -0.51], [-0.21, -0.06, 0.61], [-0.04, -0.13, 0.10], [-0.26, 0.15, 0.45], [-0.25, -0.15, 0.20], [0.09, 0.14, 0.11], [-0.33, -0.47, 0.16], [0.56, 0.35, -0.17], [-0.20, -0.25, -0.92], [0.52, 0.04, 0.14], [-0.49, 0.43, 0.35], [0.35, -1.17, -0.53], [0.00, 0.15, 0.05], [-0.10, 0.06, -0.06], [0.19, -0.02, -0.04], [-0.19, 0.12, 0.41], [0.12, 0.18, 0.32], [0.04, -0.41, 0.15], [-0.43, -0.02, -0.02], [-0.53, 0.61, 0.11], [0.40, 0.43, 0.12], [0.13, -0.04, -0.04], [-0.22, 0.12, 0.42], [0.22, 0.01, 0.31], [0.93, -0.76, -0.36], [-0.88, -0.12, -0.57], [0.19, 0.21, 0.15], [0.91, 0.14, 0.14], [0.31, -0.22, -0.13], [-0.11, 0.06, -0.22], [-0.11, 0.00, -0.18], [-0.19, 0.14, 0.19], [-0.38, 0.36, 0.39], [0.09, -0.08, 0.16], [0.04, 0.45, 0.01], [-0.66, -0.08, 0.07], [-0.13, 0.02, 0.00], [0.00, -0.27, -0.33], [-0.37, -0.24, 0.05], [0.30, -0.16, 0.58], [0.70, 0.57, -0.95], [-1.34, -0.76, 0.49], [0.52, -0.12, 0.35], [-0.63, 1.00, -0.11], [-0.22, -0.09, 0.06], [0.32, 0.46, -0.15], [0.08, -0.03, -0.41], [-0.28, -0.17, -0.01], [-0.19, -0.05, 0.30], [0.37, -0.05, 0.03], [0.22, 0.35, -0.19], [0.40, -0.18, 0.20], [0.25, -0.37, -0.38], [-0.15, -0.13, -0.05], [0.25, -0.30, -1.25], [-1.36, 0.18, 0.78], [0.16, 1.14, -1.32], [-0.08, 0.33, 0.93], [-0.24, -0.32, 0.15], [0.93, -0.12, -0.28], [0.07, -0.06, 0.07], [0.45, 0.31, 0.64], [-0.04, -0.24, -0.01], [0.24, -0.20, 0.25], [0.44, -0.55, 0.07], [-0.13, -0.48, -0.03], [-0.02, 0.06, 0.13], [0.01, 0.19, 0.07], [-0.29, 0.16, -0.16], [-0.36, -0.09, -0.04], [0.16, -0.58, 1.57], [-0.67, -0.18, -0.18], [0.40, 0.42, 1.12], [0.56, -1.14, -0.96], [0.26, 0.38, -0.47], [0.29, 0.86, 0.98], [-0.11, -0.03, 0.02], [-0.06, 0.16, -0.64], [0.11, 0.50, -0.44], [0.01, 0.09, -0.38], [0.13, 0.15, -0.05], [-0.24, -0.14, -0.11], [-0.10, 0.22, 0.38], [0.16, -0.07, -0.28], [-0.37, -0.42, -0.55], [-0.52, -0.12, 0.08], [-0.25, -0.44, 0.61], [-0.15, 0.12, 0.01], [-0.26, 0.60, -0.07], [1.68, -0.32, -0.13], [-0.38, 1.18, -0.46], [0.09, -1.71, -0.25], [0.24, 0.14, -0.29], [0.19, 0.18, -0.14], [-0.16, -0.12, -0.18], [0.01, -0.15, 0.02], [0.01, -0.17, 0.14], [-0.15, -0.08, -0.08], [-0.67, 0.03, 0.14], [-0.54, 0.56, -0.20], [0.46, 0.15, 0.48], [-0.22, 0.00, 0.37], [0.12, 0.42, 1.64], [-0.57, -0.15, -0.68], [-0.03, 1.14, -0.34], [0.44, -0.28, -1.35], [-0.68, -0.53, 1.35], [0.51, 0.76, 0.23], [-0.07, -0.15, -0.49], [0.37, -0.06, -0.49], [-0.19, -0.01, -0.10], [-0.39, -0.44, 0.36], [0.66, -0.34, 0.22], [0.48, -0.21, 0.68], [-0.37, 0.10, -0.16], [0.25, -0.76, -0.76], [-0.42, 0.16, -0.54], [-0.14, 0.33, 0.45], [-0.29, 0.16, 0.51], [0.60, -0.39, -0.29], [-0.07, -0.43, 0.08], [0.24, 1.16, -0.30], [-0.37, -0.10, -0.49], [-0.02, -1.33, 0.40], [0.05, 0.23, -0.12], [-0.12, -0.40, 0.14], [-0.05, 0.23, -0.31], [-0.16, -0.11, 0.18], [-0.10, -0.02, 0.31], [-0.03, 0.01, 0.11], [-0.03, -0.26, 0.03], [-0.40, 0.49, -0.02], [0.31, 0.12, -0.13], [0.40, 0.68, 0.00]]}


# 2
{"formula": "C8H19ClIn", "method": "ωB97M-V/def2-TZVPD", "max_force_ha_per_bohr": 0.051, "orbital_gap_ev": 7.40, "charge": -1, "symbols": ["C", "C", "C", "In", "C", "C", "C", "C", "C", "Cl", "H", "H", "H", "H", "H", "H", "H", "H", "H", "H", "H", "H", "H", "H", "H", "H", "H", "H", "H"], "positions_angstrom": [[-1.112, -1.389, -2.289], [-0.187, -0.112, -2.742], [1.269, -0.011, -1.985], [0.992, -0.207, 0.294], [2.941, -0.361, 1.434], [2.809, -1.715, 2.407], [-0.430, 1.407, 1.082], [-1.951, 0.915, 0.592], [-3.125, 2.001, 0.951], [-3.806, 1.860, 2.677], [-0.672, -2.437, -2.634], [-2.162, -1.247, -2.838], [-1.363, -1.435, -1.141], [-0.799, 0.865, -2.524], [0.044, -0.113, -3.913], [1.716, 1.076, -2.166], [2.022, -0.826, -2.364], [0.094, -1.786, 0.519], [3.787, -0.605, 0.629], [3.219, 0.597, 2.049], [1.881, -1.545, 3.099], [2.505, -2.591, 1.661], [3.808, -1.960, 2.970], [-0.258, 2.440, 0.537], [-0.399, 1.534, 2.247], [-2.126, -0.163, 1.029], [-1.878, 0.888, -0.600], [-2.782, 3.123, 0.815], [-4.035, 1.796, 0.207]], "forces_ev_per_angstrom": [[-0.91, 0.12, -0.82], [0.78, 0.06, -0.13], [-0.30, 0.69, -0.47], [0.04, 0.00, -0.07], [1.23, -1.05, 0.34], [-0.45, 0.65, -1.34], [-1.71, 0.61, -0.34], [1.35, 0.99, 0.13], [-0.24, -0.34, -1.92], [0.54, 0.06, -1.12], [-0.78, 2.28, 0.81], [2.12, -0.47, 1.02], [0.88, 0.18, -2.35], [1.16, -1.78, -0.38], [-0.94, -0.22, 2.27], [-0.77, -2.28, 0.04], [-1.41, 1.56, 0.48], [0.24, 0.29, 0.17], [-1.51, 0.73, 1.80], [-0.32, -1.84, -1.09], [1.95, -0.51, -0.95], [0.78, 1.64, 1.81], [-2.03, 0.33, -0.83], [-0.23, -1.77, 1.27], [-0.13, -0.07, -2.14], [-0.11, 2.19, -0.96], [-0.48, -0.12, 2.57], [-0.53, -2.48, 0.37], [1.78, 0.57, 1.84]]}


E_tot readings, ordered: -84036.610 -26296.376 eV
Energy above the lowest of the compared OMol25 structures with the same formula, charge and spin readings, ordered: 54.56 80.73 kcal/mol